Entry 1:
Computed, not measured: C5H9N3O in the gas phase at a distorted geometry, with ωB97M-V with the def2-TZVPD basis set.

Results
HOMO-LUMO gap: 8.82 eV
SMILES: COC1=CCNNC=N1
Max |F|: 3.65 eV/A

```
! RIJCOSX wB97M-V def2-TZVPD def2/J DEFGRID3
* xyz 0 1
C -2.991 -0.435 0.332
O -2.102 0.634 0.018
C -0.791 0.443 -0.157
C 0.135 1.425 -0.119
C 1.599 1.227 -0.373
N 2.216 0.250 0.621
N 1.892 -1.103 0.314
C 0.707 -1.454 -0.365
N -0.451 -0.845 -0.476
H -3.894 0.109 0.483
H -3.042 -1.261 -0.490
H -2.750 -1.047 1.295
H -0.268 2.429 0.095
H 1.850 0.765 -1.359
H 2.093 2.162 -0.180
H 1.789 0.472 1.480
H 2.702 -1.556 0.052
H 0.783 -2.487 -0.629
*
```

Entry 2:
Computed, not measured: a molecular structure, C43H35AsF5IMoN3O2S2, with ωB97M-V with the def2-TZVPD basis set.

Results
HOMO-LUMO gap (spin up / spin down): 7.46 / 7.18 eV
⟨S²⟩: 2.03
Max |F|: 0.71 eV/A

```
! RIJCOSX wB97M-V def2-TZVPD def2/J DEFGRID3
* xyz 1 3
Mo -0.476 -0.193 -0.420
C -7.157 -0.221 4.299
C -5.740 0.092 3.914
C -5.115 1.251 4.356
C -3.794 1.526 4.027
C -3.098 0.626 3.241
C -3.701 -0.541 2.784
C -5.014 -0.801 3.120
S -1.413 0.911 2.831
O -0.632 -0.220 3.232
O -1.055 2.225 3.293
N -1.382 0.904 1.193
C -1.638 2.045 0.469
C -2.331 3.209 0.811
C -2.494 4.161 -0.171
C -1.987 3.963 -1.460
C -1.309 2.798 -1.719
N -1.123 1.876 -0.765
H -7.675 0.664 4.664
H -7.177 -0.971 5.092
H -7.716 -0.624 3.455
H -5.665 1.949 4.975
H -3.304 2.423 4.383
H -3.135 -1.239 2.182
H -5.487 -1.712 2.772
H -2.721 3.344 1.808
H -3.032 5.071 0.059
H -2.120 4.701 -2.237
H -0.895 2.574 -2.694
C 4.692 0.670 3.489
C 3.565 0.489 2.523
C 3.362 -0.710 1.853
C 2.279 -0.864 1.014
N 1.393 0.118 0.785
C 1.597 1.288 1.418
C 2.645 1.506 2.280
H 5.522 0.003 3.262
H 4.346 0.442 4.499
H 5.051 1.698 3.488
H 4.032 -1.547 1.993
H 2.086 -1.809 0.531
H 0.881 2.075 1.238
H 2.727 2.466 2.769
C 0.032 0.025 -6.738
C 0.324 -1.198 -6.155
C 0.761 -1.259 -4.839
C 0.913 -0.091 -4.100
C 0.635 1.138 -4.694
C 0.192 1.194 -6.008
As 1.429 -0.115 -2.224
C 2.528 1.474 -2.209
C 3.621 1.537 -3.074
C 4.364 2.702 -3.167
C 4.012 3.814 -2.412
C 2.913 3.762 -1.570
C 2.170 2.592 -1.470
C 2.658 -1.598 -2.067
C 3.998 -1.405 -1.743
C 4.835 -2.501 -1.589
C 4.340 -3.787 -1.751
C 3.001 -3.982 -2.055
C 2.159 -2.890 -2.206
H -0.309 0.069 -7.764
H 0.216 -2.112 -6.724
H 0.995 -2.224 -4.410
H 0.792 2.062 -4.149
H -0.014 2.153 -6.464
H 3.886 0.684 -3.688
H 5.213 2.744 -3.836
H 4.592 4.724 -2.490
H 2.629 4.631 -0.991
H 1.303 2.568 -0.826
H 4.395 -0.410 -1.593
H 5.876 -2.347 -1.339
H 4.997 -4.639 -1.631
H 2.604 -4.982 -2.160
H 1.108 -3.065 -2.399
F -3.106 -4.203 4.896
C -2.473 -3.853 3.785
C -1.185 -3.350 3.843
F -0.575 -3.221 5.015
C -0.545 -2.977 2.675
F 0.704 -2.530 2.772
C -1.161 -3.060 1.432
S -0.315 -2.614 -0.055
C -2.437 -3.614 1.403
F -3.076 -3.788 0.244
C -3.096 -3.997 2.557
F -4.336 -4.485 2.493
I -3.205 -0.692 -1.157
C -1.392 -0.742 -2.276
H -1.479 -0.006 -3.070
H -1.285 -1.753 -2.659
*
```

Entry 3:
Computed, not measured: a molecular structure, C16H31MnNP2S at a distorted geometry, with ωB97M-V with the def2-TZVPD basis set.

Results
HOMO-LUMO gap (spin up / spin down): 5.80 / 6.68 eV
⟨S²⟩: 4.24
Max |F|: 4.31 eV/A

```
! RIJCOSX wB97M-V def2-TZVPD def2/J DEFGRID3
* xyz 2 4
P -0.997 -2.139 -0.791
P -0.066 1.376 -1.053
C -1.362 -0.956 -2.108
C -0.231 0.049 -2.354
H -2.311 -0.476 -1.840
H -1.561 -1.561 -2.998
H 0.743 -0.452 -2.466
H -0.439 0.613 -3.288
C -1.650 2.234 -1.408
H -1.914 2.960 -0.625
H -2.443 1.477 -1.472
H -1.562 2.765 -2.369
C 1.046 2.504 -2.061
H 0.436 3.064 -2.780
H 1.782 1.931 -2.642
H 1.601 3.232 -1.456
C -2.377 -3.377 -0.601
H -2.585 -3.608 0.533
H -1.909 -4.247 -1.118
H -3.308 -3.029 -1.076
C 0.521 -2.998 -1.299
H 1.312 -2.271 -1.519
H 0.392 -3.624 -2.189
H 0.906 -3.640 -0.494
Mn -1.908 -2.138 1.043
C 1.438 2.983 1.126
C 0.196 2.405 0.795
C -0.337 1.194 1.592
C 0.544 -0.070 1.510
C 1.731 -0.138 0.601
C 2.191 0.710 -0.383
C 3.253 1.704 0.044
C 2.738 2.340 1.360
C -0.955 -3.246 2.254
H 1.415 4.050 1.305
H -0.581 3.185 0.718
H -1.384 0.909 1.335
H -0.424 1.509 2.651
H 0.928 -0.218 2.533
H -0.140 -0.978 1.344
H 2.185 -1.149 0.627
H 2.376 0.332 -1.399
H 3.486 2.496 -0.680
H 4.235 1.201 0.211
H 2.774 1.600 2.189
H 3.420 3.153 1.660
H -0.356 -2.569 2.904
H -0.404 -4.045 1.730
H -1.930 -3.554 2.718
S -3.481 -1.023 1.945
C -2.737 -0.474 3.373
N -2.297 -0.001 4.365
*
```

Entry 4:
Computed, not measured: 10 unconnected molecules or ions with the total composition C48H124N8O18 at a distorted geometry, with ωB97M-V with the def2-TZVPD basis set.

Results
HOMO-LUMO gap: 8.31 eV
SMILES: COCCNCCOC.COCCNCCOC.COCCNCCOC.COCCNCCOC.COCCNCCOC.COCCNCCOC.COCCNCCOC.COCCNCCOC.O.O
Max |F|: 4.01 eV/A

```
! RIJCOSX wB97M-V def2-TZVPD def2/J DEFGRID3
* xyz 0 1
C -13.824 10.037 6.549
O -12.387 9.810 6.382
C -11.969 8.971 5.330
C -10.631 8.357 5.722
N -10.031 7.519 4.616
C -10.369 6.113 4.666
C -9.824 5.466 3.351
O -8.420 5.442 3.301
C -7.907 4.941 2.081
H -13.917 11.015 7.022
H -14.377 9.312 7.146
H -14.225 10.058 5.536
H -12.074 9.618 4.459
H -12.669 8.150 5.172
H -10.738 7.818 6.664
H -9.910 9.153 5.910
H -9.025 7.452 4.686
H -11.439 5.990 4.832
H -9.924 5.536 5.476
H -10.332 5.946 2.514
H -10.222 4.454 3.279
H -6.818 4.948 2.109
H -8.157 5.506 1.184
H -8.164 3.882 2.087
C -1.183 -8.636 -4.306
O -1.502 -7.727 -5.328
C -2.359 -8.254 -6.383
C -2.736 -7.148 -7.452
N -1.516 -6.465 -7.904
C -1.791 -5.654 -9.116
C -2.716 -4.464 -8.975
O -4.044 -4.972 -9.028
C -4.965 -3.961 -8.851
H -0.327 -8.321 -3.709
H -0.970 -9.638 -4.678
H -2.014 -8.719 -3.605
H -3.278 -8.361 -5.807
H -2.060 -9.234 -6.754
H -3.433 -6.417 -7.044
H -3.250 -7.544 -8.328
H -1.114 -5.985 -7.112
H -1.917 -6.198 -10.052
H -0.855 -5.142 -9.341
H -2.501 -3.711 -9.734
H -2.548 -3.873 -8.075
H -4.721 -3.222 -9.614
H -4.824 -3.468 -7.890
H -5.949 -4.297 -9.180
C -6.140 0.346 5.257
O -4.850 0.998 5.163
C -3.894 0.607 6.102
C -3.185 1.854 6.722
N -2.683 2.766 5.708
C -1.453 2.328 5.033
C -0.157 2.369 5.865
O 1.062 2.146 5.128
C 1.038 0.904 4.425
H -6.705 0.350 6.188
H -6.086 -0.662 4.844
H -6.752 0.880 4.530
H -3.241 -0.113 5.608
H -4.198 -0.056 6.912
H -2.516 1.569 7.534
H -3.997 2.328 7.273
H -3.523 2.712 5.149
H -1.233 2.865 4.110
H -1.656 1.318 4.677
H -0.376 1.681 6.682
H -0.075 3.272 6.470
H 0.655 0.098 5.051
H 2.018 0.579 4.077
H 0.521 0.881 3.465
C -0.111 -8.866 8.407
O -0.603 -7.615 7.850
C 0.377 -6.675 7.586
C -0.143 -5.418 6.780
N -1.316 -4.732 7.354
C -0.974 -3.958 8.548
C 0.153 -2.863 8.314
O 1.395 -3.419 8.663
C 2.484 -2.749 8.084
H 0.412 -9.491 7.683
H -0.880 -9.493 8.859
H 0.615 -8.672 9.197
H 1.115 -7.066 6.885
H 0.918 -6.431 8.501
H -0.439 -5.536 5.738
H 0.744 -4.797 6.653
H -2.061 -5.343 7.658
H -0.583 -4.551 9.376
H -1.846 -3.360 8.811
H -0.097 -1.946 8.848
H 0.030 -2.617 7.260
H 3.448 -3.167 8.375
H 2.460 -1.681 8.301
H 2.375 -2.919 7.013
C 9.671 -10.107 -3.888
O 8.612 -9.598 -3.143
C 7.899 -10.554 -2.490
C 6.483 -10.066 -2.170
N 5.787 -9.654 -3.387
C 4.847 -8.553 -3.188
C 5.503 -7.205 -3.098
O 5.862 -6.841 -4.431
C 6.230 -5.508 -4.744
H 10.046 -10.943 -3.299
H 10.379 -9.282 -3.964
H 9.207 -10.475 -4.803
H 8.450 -10.741 -1.569
H 7.724 -11.464 -3.064
H 6.590 -9.199 -1.519
H 6.083 -10.985 -1.740
H 6.566 -9.346 -3.951
H 4.440 -8.616 -2.179
H 3.978 -8.459 -3.840
H 6.435 -7.240 -2.534
H 4.905 -6.358 -2.762
H 7.279 -5.306 -4.525
H 5.647 -4.719 -4.270
H 5.955 -5.099 -5.716
C 6.531 1.157 -1.020
O 7.459 2.009 -0.282
C 8.535 1.493 0.346
C 9.565 2.697 0.461
N 10.836 2.178 0.869
C 11.813 3.307 0.847
C 11.444 4.668 1.427
O 12.609 5.491 1.346
C 12.879 6.051 0.114
H 6.253 0.265 -0.461
H 6.888 0.651 -1.917
H 5.665 1.807 -1.144
H 9.040 0.731 -0.249
H 8.207 1.078 1.299
H 9.217 3.507 1.102
H 9.480 3.295 -0.446
H 10.756 1.774 1.791
H 12.085 3.293 -0.208
H 12.753 3.058 1.340
H 11.053 4.674 2.444
H 10.612 5.009 0.811
H 13.196 5.402 -0.702
H 13.726 6.713 0.289
H 12.075 6.698 -0.239
C -2.996 7.368 -3.745
O -3.784 6.614 -4.614
C -3.083 6.140 -5.725
C -3.256 7.070 -6.916
N -2.059 7.390 -7.718
C -1.448 8.630 -7.327
C -0.126 8.897 -8.019
O 0.717 7.763 -7.937
C 1.498 7.669 -6.718
H -2.327 8.009 -4.319
H -2.524 6.625 -3.102
H -3.734 7.941 -3.185
H -3.400 5.136 -6.010
H -2.004 6.166 -5.572
H -3.821 7.938 -6.576
H -4.052 6.723 -7.575
H -1.434 6.611 -7.870
H -1.251 8.484 -6.265
H -2.218 9.391 -7.456
H 0.455 9.744 -7.656
H -0.339 8.911 -9.088
H 2.203 8.496 -6.791
H 2.019 6.716 -6.634
H 0.890 7.699 -5.814
C 0.215 -3.091 -0.253
O -0.097 -3.523 -1.532
C -1.484 -3.715 -1.859
C -2.359 -2.422 -2.022
N -1.427 -1.427 -2.531
C -1.793 0.024 -2.235
C -1.909 0.487 -0.753
O -0.788 0.971 -0.065
C -0.057 2.118 -0.513
H 0.147 -3.859 0.518
H -0.283 -2.204 0.138
H 1.272 -2.825 -0.258
H -1.894 -4.507 -1.232
H -1.442 -4.238 -2.815
H -2.769 -2.082 -1.071
H -3.137 -2.386 -2.784
H -0.484 -1.534 -2.187
H -2.737 0.259 -2.726
H -1.012 0.642 -2.678
H -2.273 -0.278 -0.067
H -2.526 1.384 -0.694
H 0.970 1.873 -0.787
H 0.015 2.913 0.229
H -0.323 2.787 -1.331
O 2.740 8.601 0.116
H 2.644 7.872 0.729
H 3.617 8.492 -0.252
O 5.442 5.035 -0.318
H 5.817 4.156 -0.361
H 4.620 4.923 0.160
*
```